## one
This record from the Open Molecules 2025 dataset describes a 2-piece molecular cluster, C3H10N2S overall. The level of theory is ωB97M-V/def2-TZVPD.

Molar mass   106.2 g/mol
HOMO energy   -8.936 eV
SMILES string   [H]/N=C/N.CCS

Last column: natural (NBO) charge in e.
CARTESIAN COORDINATES (ANGSTROEM)
H (-2.69703, 1.95498, -0.13101)  0.327
N (-2.52714, 1.04781, -0.57143)  -0.657
C (-2.66881, 0.18099, 0.36296)  0.261
N (-2.23791, -1.12351, 0.09604)  -0.863
H (-3.16343, 0.36288, 1.31198)  0.153
H (-1.46734, -1.12215, -0.54914)  0.390
H (-2.90377, -1.83430, -0.11221)  0.387
C (2.64943, 0.78321, 0.13962)  -0.615
C (1.80861, -0.28190, -0.59072)  -0.508
S (1.06457, -1.51161, 0.53499)  -0.056
H (3.43478, 0.23266, 0.65936)  0.211
H (1.98856, 1.29521, 0.83273)  0.210
H (3.16050, 1.39564, -0.59974)  0.211
H (2.40356, -0.83404, -1.32261)  0.217
H (0.99738, 0.17161, -1.16182)  0.212
H (0.15803, -0.71747, 1.10100)  0.120


## two
This record from the Open Molecules 2025 dataset describes one molecule with the formula C3H10N2S. The level of theory is ωB97M-V/def2-TZVPD.

Molar mass   106.2 g/mol
HOMO energy   -8.913 eV
SMILES string   NCNCCS

Last column: natural (NBO) charge in e.
CARTESIAN COORDINATES (ANGSTROEM)
N (2.44456, -1.38569, 0.48679)  -0.844
C (1.66724, -0.51838, -0.38140)  -0.030
N (0.61493, 0.20397, 0.27919)  -0.642
C (-0.54438, 0.55562, -0.53128)  -0.230
C (-1.71000, 0.59507, 0.44268)  -0.499
S (-3.31736, 0.91853, -0.36116)  -0.083
H (2.98704, -2.01451, -0.08394)  0.356
H (1.88424, -1.92676, 1.11494)  0.362
H (2.33672, 0.12788, -0.97110)  0.149
H (1.19058, -1.15876, -1.15081)  0.142
H (1.01191, 0.95347, 0.81957)  0.368
H (-0.34409, 1.55221, -0.98366)  0.179
H (-0.63246, -0.13689, -1.36481)  0.206
H (-1.86119, -0.38997, 0.87134)  0.223
H (-1.64490, 1.43868, 1.12387)  0.220
H (-4.08283, 1.18554, 0.68980)  0.123


It is one that is most stable; the runner-up trails by 1.7 kcal/mol.


## one
This record from the Open Molecules 2025 dataset describes an isolated ion of composition C5H9N2 and charge +1. The level of theory is ωB97M-V/def2-TZVPD.

Molar mass   97.1 g/mol
HOMO energy   -14.823 eV
SMILES string   C[C@@H]1C[NH+]=C2CN21
Total charge   +1

Last column: natural (NBO) charge in e.
CARTESIAN COORDINATES (ANGSTROEM)
C (1.41541, -0.88823, 0.07342)  -0.641
C (0.48827, -0.07651, -0.76559)  -0.080
C (0.24990, 1.44982, -0.28391)  -0.191
N (-1.26777, 1.46158, 0.19550)  -0.528
C (-1.69953, 0.28867, -0.16254)  0.444
C (-2.20822, -0.96692, 0.22787)  -0.141
N (-0.90088, -0.50180, -0.81474)  -0.298
H (1.15104, -1.00706, 1.23099)  0.217
H (2.44491, -0.48082, 0.01453)  0.255
H (1.34734, -1.92522, -0.33854)  0.246
H (1.06908, -0.15386, -1.78330)  0.265
H (0.83174, 1.71650, 0.46431)  0.213
H (0.32657, 2.09235, -1.18323)  0.233
H (-1.69130, 2.21712, 0.69248)  0.454
H (-1.71390, -1.33131, 1.16127)  0.255
H (-2.70404, -1.70419, -0.43704)  0.297


## two
This record from the Open Molecules 2025 dataset describes an isolated ion of composition C5H9N2 and charge +1. The level of theory is ωB97M-V/def2-TZVPD.

Molar mass   97.1 g/mol
HOMO energy   -14.947 eV
SMILES string   [H]/N=C/[NH+]=C(/C)C=C
Total charge   +1

Last column: natural (NBO) charge in e.
CARTESIAN COORDINATES (ANGSTROEM)
H (-1.67876, 3.62851, -0.05781)  0.388
N (-1.22874, 2.81415, -0.46215)  -0.547
C (-1.21619, 1.75383, 0.17387)  0.245
N (-0.56335, 0.81231, -0.68835)  -0.475
C (0.16052, -0.22953, -0.28053)  0.449
C (1.11650, -0.83822, -1.26737)  -0.718
C (0.09063, -0.65824, 1.08510)  -0.348
C (0.37570, -1.92440, 1.47912)  -0.182
H (-1.46545, 1.30254, 1.17789)  0.215
H (-0.35651, 1.06925, -1.63381)  0.442
H (2.13083, -0.77873, -0.74470)  0.280
H (1.22907, -0.37267, -2.23041)  0.259
H (0.83838, -1.91088, -1.61993)  0.287
H (-0.05642, 0.16860, 1.86339)  0.243
H (0.44416, -2.61308, 0.67932)  0.211
H (0.17963, -2.22346, 2.52638)  0.249


## three
This record from the Open Molecules 2025 dataset describes an isolated ion of composition C5H9N2 and charge +1. The level of theory is ωB97M-V/def2-TZVPD.

Molar mass   97.1 g/mol
HOMO energy   -13.521 eV
SMILES string   C=NCC[N+]#CC
Total charge   +1

Last column: natural (NBO) charge in e.
CARTESIAN COORDINATES (ANGSTROEM)
C (-0.46703, 2.18550, -0.92352)  0.033
N (-0.45460, 1.29367, -0.06466)  -0.478
C (0.25033, 1.17351, 1.18204)  -0.267
C (-0.18526, -0.12347, 1.75242)  -0.243
N (-0.07893, -0.99733, 0.65158)  -0.182
C (0.08153, -1.36876, -0.43035)  0.660
C (0.29511, -2.26127, -1.52863)  -0.755
H (0.08676, 3.08867, -0.97268)  0.167
H (-1.11520, 1.96297, -1.72745)  0.177
H (0.04641, 1.90257, 1.91823)  0.239
H (1.36330, 1.21562, 1.06701)  0.214
H (0.44381, -0.55571, 2.56972)  0.268
H (-1.20551, -0.02896, 1.88411)  0.252
H (1.00161, -3.04606, -1.38473)  0.306
H (0.76123, -1.77284, -2.37935)  0.300
H (-0.82356, -2.66811, -1.61373)  0.309


## four
This record from the Open Molecules 2025 dataset describes an isolated ion of composition C5H9N2 and charge +1. The level of theory is ωB97M-V/def2-TZVPD.

Molar mass   97.1 g/mol
HOMO energy   -13.876 eV
Total charge   +1

Last column: natural (NBO) charge in e.
CARTESIAN COORDINATES (ANGSTROEM)
C (-0.17119, -0.92960, -1.13545)  -0.100
C (0.89966, -0.18576, -1.19769)  0.411
C (-0.73525, 0.20949, 0.89412)  0.491
C (2.18820, -0.07827, -1.73211)  -0.760
C (-1.78496, 0.60170, 1.80085)  -0.698
N (-1.06480, -0.67736, -0.15963)  -0.556
N (0.48682, 0.43502, 0.94986)  -0.590
H (-0.50104, -1.33787, -2.03435)  0.285
H (-1.86258, -1.21088, 0.16011)  0.434
H (2.90278, -0.17624, -0.86881)  0.305
H (2.34714, 0.91375, -2.18312)  0.269
H (2.38483, -0.95318, -2.26221)  0.295
H (-2.50367, 1.12089, 1.25275)  0.261
H (-1.32210, 1.27747, 2.58161)  0.256
H (-2.27240, -0.12187, 2.36880)  0.267
H (1.00856, 1.11271, 1.56527)  0.430


It is two that is most stable; the runner-up trails by 20.9 kcal/mol.


## one
This record from the Open Molecules 2025 dataset describes an isolated ion of composition C5H9N2 and charge +1. The level of theory is ωB97M-V/def2-TZVPD.

Molar mass   97.1 g/mol
HOMO energy   -14.465 eV
SMILES string   CN1C2=[NH+]CC[C@H]21
Total charge   +1

Last column: natural (NBO) charge in e.
CARTESIAN COORDINATES (ANGSTROEM)
C (0.66349, -2.08093, -1.39182)  -0.444
N (-0.01509, -0.86821, -1.11132)  -0.252
C (0.72476, 0.29831, -0.41150)  0.505
N (0.56537, 1.59780, -0.32705)  -0.428
C (-0.27218, 1.81604, 0.93150)  -0.213
C (-1.10098, 0.51885, 1.08779)  -0.444
C (-0.16774, -0.56117, 0.35745)  -0.142
H (1.17328, -2.49341, -0.47980)  0.194
H (-0.12155, -2.86274, -1.67509)  0.254
H (1.31819, -1.84726, -2.24515)  0.250
H (1.03466, 2.23231, -0.89542)  0.447
H (-0.84194, 2.69509, 0.62144)  0.240
H (0.38910, 2.12111, 1.73749)  0.236
H (-1.18752, 0.23741, 2.13185)  0.261
H (-2.17090, 0.73632, 0.72151)  0.266
H (0.00906, -1.53952, 0.94812)  0.268


## two
This record from the Open Molecules 2025 dataset describes an isolated ion of composition C5H9N2 and charge +1. The level of theory is ωB97M-V/def2-TZVPD.

Molar mass   97.1 g/mol
HOMO energy (spin up / spin down)   -12.150 / -12.150 eV
Total charge   +1

Last column: natural (NBO) charge in e.
CARTESIAN COORDINATES (ANGSTROEM)
C (-0.11923, -1.06949, 0.18304)  -0.038
C (-2.41792, -0.30833, -0.48574)  -0.237
C (-1.28663, 0.92271, -0.20971)  -0.214
C (0.10566, 1.12116, -0.47728)  0.232
C (2.26398, -0.02853, -0.19144)  -0.436
N (-1.35943, -0.39892, 0.45402)  -0.397
N (0.81585, 0.03410, -0.17228)  -0.274
H (-0.22455, -1.62073, -0.65857)  0.245
H (0.28348, -1.60641, 1.04210)  0.233
H (-3.42450, -0.18937, -0.09227)  0.211
H (-1.62307, 1.70857, 0.38871)  0.255
H (0.43767, 2.10909, -0.74530)  0.266
H (2.79490, 0.02611, 0.77937)  0.244
H (2.67967, 0.78751, -0.66833)  0.241
H (2.62114, -1.03402, -0.63271)  0.247
H (-1.54702, -0.45345, 1.48640)  0.424


It is one that is most stable; the runner-up trails by 19.6 kcal/mol.